{"formula": "C5H13N", "method": "ωB97M-V/def2-TZVPD", "elements": ["C", "C", "C", "C", "C", "N", "H", "H", "H", "H", "H", "H", "H", "H", "H", "H", "H", "H", "H"], "positions_angstrom": [[0.172023, 1.889565, -0.657447], [-0.262280, 0.754884, 0.271235], [-1.722911, 0.387839, 0.017755], [0.729545, -0.443619, 0.101317], [0.802406, -1.315806, 1.348015], [0.497712, -1.341017, -1.043937], [1.038742, 2.439300, -0.272630], [0.442736, 1.481644, -1.634509], [-0.599779, 2.632556, -0.841965], [-0.160806, 1.041901, 1.311809], [-2.091114, -0.254033, 0.817820], [-1.873377, -0.122100, -0.928869], [-2.315625, 1.297338, 0.099397], [1.708534, 0.006263, -0.061702], [0.782100, -0.709186, 2.263050], [1.745420, -1.857643, 1.363843], [-0.007433, -2.045903, 1.367530], [0.463980, -0.813364, -1.911890], [-0.437056, -1.735201, -0.954335]], "forces_ev_per_angstrom": [[0.25, 0.13, 0.00], [0.24, -0.46, -0.69], [0.23, 0.03, 0.88], [-0.28, -0.06, 0.01], [0.26, 0.25, 0.24], [-0.36, 0.39, 0.02], [-0.02, -0.24, -0.05], [0.04, 0.03, -0.06], [-0.24, 0.01, 0.12], [-0.05, 0.39, 0.19], [-0.03, -0.28, -0.03], [-0.12, 0.21, -0.21], [-0.18, -0.01, -0.36], [0.16, 0.02, 0.04], [-0.15, -0.14, -0.18], [-0.02, -0.20, -0.09], [-0.08, 0.05, 0.10], [0.17, 0.02, 0.02], [0.18, -0.14, 0.04]], "nbo_charge": [-0.61, -0.23, -0.62, -0.04, -0.61, -0.82, 0.21, 0.19, 0.21, 0.20, 0.21, 0.20, 0.21, 0.18, 0.20, 0.22, 0.20, 0.35, 0.34], "homo_energy_ev": -9.3, "smiles": "CC(C)[C@@H](C)N", "total_charge": 0, "gap_ev": 10.41}

=====

{"formula": "C10H13N2", "method": "ωB97M-V/def2-TZVPD", "elements": ["C", "C", "C", "C", "C", "C", "C", "C", "C", "C", "N", "N", "H", "H", "H", "H", "H", "H", "H", "H", "H", "H", "H", "H", "H"], "positions_angstrom": [[4.904893, -2.147954, 0.442044], [-4.031685, -0.022467, 0.043332], [-3.506066, -0.726339, -1.020696], [-3.189181, 0.179039, 1.172241], [-2.160719, -1.142033, -1.003137], [-1.870111, -0.142948, 1.176119], [-1.273821, -0.819636, 0.039473], [1.040190, 2.484349, -0.363465], [0.004335, -1.385398, 0.012629], [1.948926, 1.376582, -0.124935], [4.471252, -1.176226, -0.014203], [3.198640, 1.201111, -0.310756], [5.327336, -2.992749, 0.860377], [-4.974875, 0.297033, 0.265939], [-4.303030, -0.919358, -1.670163], [-3.578563, 0.548199, 2.082388], [-1.768618, -1.913375, -1.802745], [-1.159218, -0.020468, 1.983945], [1.442325, 3.391516, -0.960274], [0.118648, 2.211215, -0.653352], [0.915155, 2.841621, 0.590721], [0.444584, -1.691329, -0.907351], [0.607450, -1.582878, 0.981046], [3.802529, 1.815686, -0.678746], [3.589615, 0.336798, -0.140423]], "forces_ev_per_angstrom": [[-1.30, 3.14, -1.47], [3.98, -0.50, 2.12], [0.35, 0.61, 1.30], [0.28, 0.04, -0.52], [-0.29, -1.51, -2.48], [1.69, -1.08, -1.20], [-1.37, -0.08, 0.48], [3.93, 1.49, -1.05], [1.31, 0.11, 2.41], [1.19, 0.64, -1.24], [0.86, -2.14, 0.99], [-5.23, -0.32, 1.42], [0.62, -1.38, 0.60], [-2.75, 0.48, -0.62], [-0.13, -0.97, -1.95], [-0.62, 0.63, 0.69], [-0.93, 1.87, 1.45], [-0.50, 0.28, 0.49], [-0.30, -1.72, 0.58], [-3.23, -1.25, -1.38], [-0.55, 1.21, 2.71], [0.12, -0.47, -0.48], [-1.06, 0.62, -1.73], [2.51, 3.42, -1.91], [1.39, -3.12, 0.78]], "nbo_charge": [0.23, -0.17, -0.22, -0.20, -0.16, -0.20, -0.15, -0.78, -0.35, 0.69, -0.43, -0.69, 0.25, 0.22, 0.23, 0.22, 0.22, 0.21, 0.28, 0.29, 0.29, 0.19, 0.19, 0.42, 0.45], "homo_energy_ev": [-10.1, -11.9], "total_charge": 1, "gap_ev": [5.85, 5.78], "spin_multiplicity": 3}

=====

{"formula": "C8H23N3O3P2", "method": "ωB97M-V/def2-TZVPD", "elements": ["C", "C", "P", "C", "C", "P", "N", "C", "O", "C", "C", "O", "H", "H", "H", "H", "H", "H", "H", "H", "H", "H", "H", "H", "H", "H", "H", "H", "H", "H", "H", "N", "C", "N", "O", "H", "H", "H", "H"], "positions_angstrom": [[1.704048, -1.027115, 2.428337], [2.588115, -1.254937, 1.189684], [2.254764, -0.187254, -0.301576], [3.659131, 1.023616, -0.232068], [3.902480, 1.668653, 1.146182], [0.440383, 1.101525, 0.015101], [-0.944645, 2.258740, 0.049344], [-0.703180, -0.369623, 0.145875], [-1.398567, -0.263372, 1.398217], [-2.758863, -0.320349, 1.269869], [-3.496955, 0.769402, 1.983029], [-3.318713, -1.225154, 0.653931], [1.480888, 0.014208, 2.609049], [2.188675, -1.462726, 3.295601], [0.778895, -1.579473, 2.315676], [3.626266, -1.125484, 1.481552], [2.498546, -2.285265, 0.867872], [4.545853, 0.461608, -0.503051], [3.501027, 1.780013, -0.990991], [3.035716, 1.601521, 1.794429], [4.122572, 2.725813, 1.038305], [4.736292, 1.213730, 1.664459], [0.945705, 1.718636, 1.198261], [0.708659, 1.582724, -1.298151], [-0.952049, 2.862435, 0.857759], [-0.973170, 2.813760, -0.791180], [-0.146085, -1.297677, 0.136679], [-1.378882, -0.341775, -0.691963], [-3.681835, 0.479188, 3.012148], [-4.452026, 0.872439, 1.490091], [-2.941908, 1.693431, 1.989737], [-2.063211, -1.307835, -4.680601], [-2.063464, -1.590215, -3.342192], [-3.142020, -2.291534, -2.883788], [-1.161465, -1.237163, -2.600247], [-2.792882, -1.587671, -5.306382], [-1.280907, -0.795203, -5.039432], [-3.169831, -2.499570, -1.901385], [-3.897356, -2.592046, -3.468178]], "forces_ev_per_angstrom": [[0.22, -0.70, -0.39], [-0.22, 0.50, 0.37], [0.45, -0.65, -0.84], [-0.21, -0.18, 0.91], [-0.14, 0.23, -0.30], [-0.52, 0.44, 0.00], [0.17, -0.33, 0.12], [0.66, -0.06, 0.71], [-0.79, 0.61, -0.27], [-0.58, -1.74, -0.73], [0.04, -0.33, 0.09], [1.07, 1.70, 0.76], [-0.03, 0.23, 0.17], [0.11, 0.12, 0.30], [-0.38, 0.15, -0.01], [0.26, 0.12, -0.13], [-0.04, -0.24, -0.07], [0.15, -0.04, -0.34], [-0.07, 0.11, -0.27], [-0.15, -0.04, 0.15], [0.14, 0.20, 0.04], [0.16, -0.15, 0.12], [-0.15, -0.18, 0.06], [0.15, -0.16, -0.01], [-0.05, 0.15, 0.05], [-0.11, 0.20, -0.09], [0.07, -0.19, -0.13], [-0.10, -0.05, -0.20], [0.00, -0.15, 0.21], [-0.23, 0.16, -0.05], [0.15, 0.20, -0.14], [0.02, 0.01, 0.03], [-0.16, -0.08, 0.08], [0.08, -0.02, -0.01], [0.04, 0.03, -0.25], [-0.03, -0.02, 0.01], [0.04, 0.01, 0.00], [-0.02, 0.08, 0.07], [-0.01, 0.02, -0.03]], "nbo_charge": [-0.61, -0.70, 0.38, -0.70, -0.62, 0.92, -1.22, -0.35, -0.55, 0.83, -0.72, -0.60, 0.20, 0.21, 0.21, 0.22, 0.22, 0.23, 0.22, 0.20, 0.21, 0.21, -0.07, -0.05, 0.36, 0.37, 0.21, 0.27, 0.24, 0.24, 0.24, -0.85, 0.78, -0.85, -0.68, 0.39, 0.41, 0.42, 0.39], "homo_energy_ev": -7.1, "smiles": "CCP(CC)[PH2](N)COC(C)=O.NC(N)=O", "total_charge": 0, "gap_ev": 7.93}

=====

{"formula": "C4H11NO", "method": "ωB97M-V/def2-TZVPD", "elements": ["C", "C", "C", "C", "N", "H", "H", "H", "H", "H", "H", "H", "H", "H", "O", "H", "H"], "positions_angstrom": [[-1.477372, 1.762955, -0.735711], [-1.050806, 0.559708, 0.130866], [-0.729992, -0.747054, -0.619649], [0.297107, -0.611123, -1.479966], [0.884668, -1.632728, -2.235002], [-2.273536, 2.337687, -0.284370], [-0.566103, 2.406325, -0.857119], [-1.555788, 1.445539, -1.765950], [-1.735499, 0.362681, 0.971740], [-0.177340, 0.835315, 0.768157], [-1.463667, -1.520189, -0.682635], [0.910837, 0.273609, -1.415199], [0.345505, -2.461388, -2.380198], [1.770950, -1.390943, -2.630669], [1.996262, -0.362950, 4.140840], [2.920824, -0.614870, 4.000209], [1.903949, -0.642573, 5.074657]], "forces_ev_per_angstrom": [[2.30, 0.03, 0.13], [0.20, -0.66, 1.50], [0.39, 2.65, -0.82], [0.38, -2.06, 0.98], [-0.68, 1.65, 0.56], [-0.31, 0.12, -0.41], [-0.81, -0.04, 0.49], [-1.15, -0.13, -0.19], [-0.45, -0.04, -0.66], [-0.14, -0.08, -0.79], [-0.14, -0.65, 0.19], [0.06, 0.24, -0.12], [0.48, -0.29, -0.38], [-0.12, -0.74, -0.48], [0.55, -0.52, 1.06], [-0.20, 0.19, -0.40], [-0.36, 0.33, -0.66]], "nbo_charge": [-0.62, -0.43, -0.32, 0.01, -0.84, 0.21, 0.20, 0.22, 0.21, 0.20, 0.20, 0.18, 0.39, 0.39, -0.93, 0.46, 0.46], "homo_energy_ev": -7.6, "smiles": "CC/C=C/N.O", "total_charge": 0, "gap_ev": 8.58}

=====

{"formula": "C2H4ClNS", "method": "ωB97M-V/def2-TZVPD", "elements": ["C", "C", "N", "S", "Cl", "H", "H", "H", "H"], "positions_angstrom": [[1.114775, -1.800741, 0.061119], [-0.328952, 0.639790, -0.158353], [-0.423376, -0.750923, 0.116956], [2.480350, -1.035640, -0.086266], [-1.546314, -1.657927, -0.816223], [0.820360, -2.821307, 0.125042], [0.714810, 0.934295, -0.316440], [-0.927562, 0.928080, -1.030432], [-0.722639, 1.151365, 0.729408]], "forces_ev_per_angstrom": [[-2.37, 4.27, -0.48], [-0.15, 0.57, -0.23], [2.80, -4.15, 0.78], [-0.13, -0.53, 0.18], [-0.13, 0.24, -0.19], [-0.43, -0.56, 0.13], [0.00, -0.02, -0.01], [0.24, -0.03, 0.08], [0.18, 0.21, -0.26]], "nbo_charge": [-0.14, -0.46, -0.48, 0.15, 0.08, 0.21, 0.21, 0.21, 0.21], "homo_energy_ev": -8.6, "total_charge": 0, "gap_ev": 7.97}

=====

{"formula": "C6H11N", "method": "ωB97M-V/def2-TZVPD", "elements": ["C", "C", "C", "C", "C", "C", "H", "H", "H", "H", "H", "H", "H", "H", "H", "H", "H", "N"], "positions_angstrom": [[-2.391486, 0.002736, -0.439294], [-1.231660, -0.129100, 0.402073], [-0.357575, 1.102036, 0.209444], [1.062493, 0.602282, 0.408974], [2.390942, 0.047452, -0.464728], [-0.097583, -1.281017, 0.269578], [-1.955520, -0.379100, -1.504633], [-2.324067, 1.492206, -0.610085], [-3.717106, -0.350980, -0.496323], [-1.263244, -0.289113, 1.589166], [-0.747522, 2.165081, 0.547384], [-0.211800, 1.286077, -0.805338], [1.268772, 0.597064, 1.532056], [3.507556, -0.012997, 0.170785], [2.369410, 0.591784, -1.394125], [-0.379703, -1.837989, -0.624300], [-0.045576, -1.694794, 1.252992], [1.035431, -0.519082, -0.281981]], "forces_ev_per_angstrom": [[-3.51, 2.84, -5.60], [3.52, -0.83, 5.77], [0.67, 3.65, 0.07], [1.76, 3.06, 3.45], [-0.71, 1.68, 2.72], [-0.91, 0.02, -3.72], [-1.41, 1.06, 2.06], [-1.22, -4.53, 0.13], [4.63, 0.86, 1.10], [-1.43, 1.05, -2.25], [0.75, -2.36, 0.28], [-0.93, 0.27, -2.38], [0.41, -0.56, -0.90], [-3.60, -0.52, -1.75], [0.74, -0.36, -0.39], [-0.38, -1.45, 0.88], [0.74, -0.99, 0.24], [0.91, -2.87, 0.28]], "nbo_charge": [-0.59, -0.31, -0.43, -0.03, -0.20, -0.19, 0.21, 0.19, 0.26, 0.20, 0.22, 0.21, 0.12, 0.21, 0.20, 0.21, 0.19, -0.49], "homo_energy_ev": -8.4, "total_charge": 0, "gap_ev": 9.34}